[1]
ORCA calculation (the ωB97M-V functional and the def2-TZVPD basis) on 3 unconnected molecules or ions with the total composition C26H30F3IN4O6 at a distorted geometry.

Structure (XYZ):
```
70
Properties=species:S:1:pos:R:3
C 2.43463 -0.02800 1.47150
C 3.04586 -1.20867 0.70270
C 3.84080 -0.64922 -0.50298
C 2.01209 -2.20668 0.14299
C 0.85829 -2.55761 1.08862
C 1.25736 -3.76271 1.96461
C -0.44110 -2.95652 0.35353
O -0.63242 -2.29925 -0.90424
C -1.65517 -1.34913 -0.95729
C -2.98539 -1.97448 -0.72528
N -4.02785 -2.38548 -0.47839
C -1.38265 -0.22394 0.06056
C -2.22452 1.04839 -0.10118
O -3.60318 0.83724 -0.00822
C -1.81105 2.05365 0.99736
F -0.47909 2.10666 1.17649
F -2.35419 1.69879 2.18019
F -2.23188 3.28766 0.70660
C -1.61499 -0.73003 -2.40945
I -0.87220 -2.15272 -3.87195
C -2.92151 -0.31853 -2.91152
N -3.92356 0.13573 -3.24225
H 2.43524 -0.27227 2.53498
H 1.40229 0.17779 1.19432
H 3.05618 0.86020 1.36868
H 3.78909 -1.71724 1.32071
H 4.51986 0.14730 -0.20425
H 4.35593 -1.43594 -1.05598
H 3.11951 -0.20336 -1.19810
H 2.55086 -3.14064 -0.05080
H 1.67686 -1.85031 -0.83157
H 0.61854 -1.75483 1.78855
H 2.20473 -3.58521 2.46971
H 0.48571 -3.93020 2.72324
H 1.30139 -4.66979 1.36051
H -1.29121 -2.80593 1.02332
H -0.39716 -4.02398 0.12852
H -0.33420 0.04953 -0.06294
H -1.50338 -0.58161 1.08553
H -2.03176 1.55804 -1.04586
H -3.79523 0.21370 0.70187
H -0.92857 0.10886 -2.45311
O -0.26328 1.54711 -8.25594
N -0.92274 1.33938 -7.25821
O -0.48464 0.89398 -6.21624
C -2.36335 1.63729 -7.30704
C -2.91309 2.12004 -8.48057
C -4.27394 2.37839 -8.52068
C -5.06021 2.15383 -7.39721
C -4.48844 1.67335 -6.22611
C -3.12947 1.41185 -6.17717
H -2.29503 2.29107 -9.34936
H -4.72185 2.75270 -9.43098
H -6.12338 2.35203 -7.43536
H -5.09783 1.49690 -5.35019
H -2.68136 1.03340 -5.27131
O 4.85689 0.93814 4.43886
N 3.91422 0.33880 4.91222
O 3.37375 -0.61666 4.38728
C 3.38068 0.80396 6.20043
C 3.95172 1.91112 6.80102
C 3.43499 2.35608 8.00703
C 2.36499 1.69300 8.59358
C 1.80978 0.57890 7.97783
C 2.31787 0.12710 6.77067
H 4.78364 2.42084 6.33842
H 3.86667 3.22264 8.48835
H 1.96174 2.04629 9.53347
H 0.97837 0.06241 8.43718
H 1.89081 -0.73730 6.28457
```

The calculation puts the gap between HOMO and LUMO at 9.14 eV. The spin multiplicity is 1. Its highest occupied orbital energy is -9.9 eV. For the LUMO energy, the calculation gives -0.72 eV.

=====

[2]
ORCA calculation (the ωB97M-V functional and the def2-TZVPD basis) on a molecular structure, C26H30MnN2O2SSbSi.

Structure (XYZ):
```
64
Properties=species:S:1:pos:R:3
Mn -0.25606 -0.42004 1.23778
O -1.15928 -0.61333 2.51591
C 0.50990 -3.67451 -1.46106
Si -0.98124 -2.83274 -0.72085
C -2.30899 -2.57891 -1.99606
C -1.60406 -3.77932 0.74894
O -0.47241 -1.30340 -0.21679
H 0.22515 -4.66789 -1.81698
H 1.29345 -3.80672 -0.71018
H 0.92918 -3.12780 -2.30750
H -2.65773 -3.54505 -2.36881
H -1.94830 -2.00479 -2.85176
H -3.17001 -2.05453 -1.57770
H -1.92619 -4.77413 0.43218
H -2.45506 -3.28627 1.22291
H -0.82799 -3.90313 1.50763
S 1.74379 -1.16181 2.13695
Sb 3.63914 -0.66881 0.86218
C 4.51749 1.05859 1.67253
C 5.17672 1.98413 0.87015
C 5.78098 3.08833 1.45590
C 5.72311 3.26392 2.83163
C 5.05736 2.34201 3.62900
C 4.44886 1.23724 3.05180
C 3.46576 -0.42335 -1.21917
C 2.26401 -0.51079 -1.90850
C 2.26444 -0.38099 -3.29263
C 3.45097 -0.16981 -3.97784
C 4.65321 -0.09587 -3.28579
C 4.66495 -0.22653 -1.90597
C 4.99853 -2.23849 1.09675
C 6.21632 -2.01481 1.72819
C 7.12113 -3.06120 1.84918
C 6.80386 -4.31392 1.34482
C 5.58424 -4.53161 0.71468
C 4.67569 -3.49343 0.58743
H 5.22043 1.85970 -0.20496
H 6.29652 3.81026 0.83655
H 6.19674 4.12480 3.28459
H 5.00912 2.48384 4.70035
H 3.91855 0.52654 3.67515
H 1.33584 -0.70383 -1.39205
H 1.32942 -0.45322 -3.83330
H 3.44395 -0.07227 -5.05532
H 5.58170 0.05444 -3.82013
H 5.61310 -0.19685 -1.37983
H 6.46505 -1.03712 2.12438
H 8.07134 -2.89595 2.33883
H 7.51013 -5.12745 1.44277
H 5.34216 -5.51039 0.32319
H 3.72711 -3.66753 0.09191
N -1.82301 2.18615 2.68637
C -0.80488 2.61924 1.90010
C -0.54244 3.99499 1.75512
C 0.46667 4.40679 0.92733
C 1.21170 3.46318 0.21415
C 0.89264 2.14563 0.38310
N -0.07928 1.71029 1.21457
H -2.04212 2.74272 3.49649
H -1.86349 1.18643 2.84551
H -1.15826 4.69803 2.29863
H 0.67396 5.46267 0.81173
H 2.00361 3.75274 -0.46048
H 1.41991 1.37652 -0.17125
```

The calculation puts the relative energy (zero: lowest compared OMol25 entry of this formula, charge and spin) at 12.5 kJ/mol. The calculation puts the gap between HOMO and LUMO (spin up / spin down) at 7.63 / 8.60 eV. The spin multiplicity is 4. As for the net charge: +1. Its highest occupied orbital energy (spin up / spin down) is -11.6 / -11.6 eV. For the LUMO energy (spin up / spin down), the calculation gives -3.94 / -2.97 eV.

=====

[3]
ORCA calculation (the ωB97M-V functional and the def2-TZVPD basis) on a single C26H30N2O6S molecule at a distorted geometry.

Structure (XYZ):
```
65
Properties=species:S:1:pos:R:3
C 0.28828 5.46527 2.99830
O 1.39099 4.58904 2.95689
C 1.61449 3.79092 1.86974
C 2.89287 3.24538 1.81377
C 3.28448 2.39241 0.80084
C 2.38049 2.03535 -0.18783
C 2.73143 1.09377 -1.31322
C 3.69781 -0.03006 -0.92270
N 3.21611 -0.78569 0.21069
C 3.82681 -0.76554 1.40807
O 4.90763 -0.25353 1.61063
C 3.08153 -1.45875 2.55645
O 1.99588 -2.28191 2.20050
C 0.80017 -1.72869 1.84431
C 0.53459 -0.36517 1.74407
C -0.70373 0.06138 1.30046
C -1.68870 -0.84959 0.94279
N -2.88104 -0.34494 0.37940
C -4.12739 -1.02251 0.64751
S -2.68879 0.09006 -1.23456
O -3.92656 0.65580 -1.67853
O -1.50123 0.88656 -1.34383
C -2.39614 -1.47700 -2.03933
C -3.45485 -2.20651 -2.54216
C -3.21932 -3.46853 -3.06119
C -1.93588 -4.00497 -3.06910
C -1.67565 -5.36408 -3.63939
C -0.88439 -3.24811 -2.55747
C -1.11125 -1.98647 -2.04016
C -1.43788 -2.21188 1.08780
C -0.20933 -2.64352 1.53956
C 1.10312 2.58132 -0.14823
C 0.70083 3.45648 0.85371
O -0.56353 3.99076 0.90516
C -1.35263 3.96507 -0.26507
H -0.65883 4.92645 3.06638
H 0.26503 6.12465 2.12712
H 0.43457 6.06247 3.89885
H 3.58239 3.51833 2.59687
H 4.29070 2.00755 0.80749
H 1.80523 0.65967 -1.69967
H 3.19209 1.65982 -2.12843
H 4.67271 0.36920 -0.63914
H 3.83180 -0.70496 -1.77536
H 2.29977 -1.19688 0.12516
H 2.78633 -0.68352 3.27520
H 3.79449 -2.12191 3.05476
H 1.28179 0.37436 1.98644
H -0.90612 1.11399 1.20741
H -4.91426 -0.41245 0.20917
H -4.27052 -1.08656 1.72519
H -4.17624 -2.02849 0.21451
H -4.44142 -1.77030 -2.53574
H -4.04071 -4.04404 -3.46193
H -2.59393 -5.94037 -3.71319
H -1.25163 -5.26978 -4.63907
H -0.96172 -5.90943 -3.02624
H 0.11575 -3.65546 -2.56377
H -0.31133 -1.37989 -1.64641
H -2.19445 -2.93993 0.83882
H 0.00350 -3.69538 1.64624
H 0.39163 2.28834 -0.90415
H -2.23657 4.55573 -0.02770
H -0.82180 4.42347 -1.10526
H -1.65742 2.95320 -0.54145
```

The calculation puts the relative energy (zero: lowest compared OMol25 entry of this formula, charge and spin) at 4.3 kJ/mol. The calculation puts the gap between HOMO and LUMO at 8.27 eV. The spin multiplicity is 1. Its highest occupied orbital energy is -7.8 eV. For the LUMO energy, the calculation gives 0.45 eV.